Entry from the Open Molecules 2025 dataset: a structure of composition C28H40Cl4F2NO28S2Y at a distorted geometry (ωB97M-V/def2-TZVPD).

The geometry in XYZ format:
```
106
Properties=species:S:1:pos:R:3
H -4.14 3.60 3.88
H -6.25 -4.26 -4.56
O 2.21 -2.53 -4.97
O 3.03 -4.56 -5.33
C -4.27 -2.57 -3.25
O 4.18 0.58 -1.64
C 6.94 0.22 0.35
H 3.39 -4.68 -8.25
H 6.60 -0.43 1.16
O 5.93 4.53 4.41
O 1.86 6.21 -0.80
C 3.85 -4.22 -7.37
C 4.97 4.63 3.43
C 5.52 -5.62 -0.49
S -0.10 0.92 1.23
C 1.24 6.05 -1.95
O 5.96 4.68 6.65
C -6.39 -3.14 -2.70
Cl -6.66 -2.86 2.49
H -2.76 -7.36 0.71
O -5.60 3.03 -1.56
H -4.99 -1.36 2.00
H 2.18 8.97 -1.98
H -2.01 -7.91 3.17
C -1.77 -7.31 1.17
C -4.22 4.61 4.29
C 3.81 5.33 4.13
H 2.00 7.72 0.50
C -1.95 -6.97 2.63
O 5.81 0.93 -0.08
H 7.70 -1.48 -0.59
O -0.56 -1.99 1.51
C -5.85 -0.67 3.86
C 5.32 0.34 -1.15
H 0.53 8.67 -1.25
O -2.22 5.47 4.75
O -5.01 -3.16 -2.32
H 3.33 7.68 -0.69
H 3.58 -6.16 -6.51
H -3.66 5.46 6.18
C 2.27 7.50 -0.53
Cl -6.92 0.48 2.91
O -3.70 2.52 -2.74
H 4.55 -5.15 2.29
H 4.86 -3.88 -7.58
O 4.31 -6.14 -0.55
N 0.04 0.12 -0.13
O 3.21 -3.03 -6.84
C 3.90 -5.16 -6.22
C 2.81 -3.31 -5.64
H 4.89 -5.12 -5.78
O 4.11 4.88 5.41
H -6.85 -2.20 -2.40
O -1.87 6.28 2.57
H 8.14 0.07 -1.43
H -7.02 4.50 -2.22
H 5.37 5.30 2.66
H -5.04 -0.13 4.33
H -6.48 -1.17 4.61
Y 0.05 0.66 -3.43
O 1.82 -1.13 1.60
H -2.84 -6.35 2.77
F 1.01 -2.19 -0.30
H -7.58 3.14 -1.07
O 1.21 7.21 -2.56
O 6.03 -5.22 -1.53
O -1.20 0.55 2.11
C 4.99 -5.97 1.71
C -5.38 -1.81 2.91
O -5.01 -2.51 -4.41
C 5.39 4.69 5.56
H -5.27 4.72 4.55
C -6.91 3.47 -1.87
C -3.24 4.81 5.42
H -6.94 -4.02 -2.35
C -2.58 5.78 3.43
H -7.68 1.65 -2.71
O -3.83 5.49 3.23
Cl -0.53 -6.23 3.47
O -5.84 2.27 -3.55
C -6.19 -3.24 -4.17
H 3.87 6.41 4.06
Cl -0.88 -8.84 1.05
C 7.37 -0.49 -0.90
C 3.95 -6.53 0.74
O 1.03 4.92 -2.44
F -0.79 2.10 0.50
H 5.27 -6.74 2.43
H 3.86 -7.61 0.81
H -7.69 3.00 -3.84
C -4.93 2.58 -2.64
H -1.19 -6.61 0.57
H -2.92 3.82 5.76
H -4.56 -2.30 3.45
O 6.06 -5.69 0.83
H 7.68 0.98 0.58
C 1.46 8.23 -1.63
H 2.78 5.17 3.81
H -6.98 -2.69 -4.66
O 1.10 1.55 1.79
C -7.11 2.51 -3.06
H 4.54 3.73 2.99
S 0.55 -1.29 0.89
O -3.17 -2.05 -3.06
H 2.97 -6.13 1.02
O 6.12 -0.56 -1.60
```

Properties
HOMO-LUMO gap   1.441 eV
Total charge   +2
E   -6126.6389 a.u.
Max |F|   9.0 eV/A
2S+1   1